ORCA calculation (wB97M-V/def2-TZVPD) on an isolated molecule of CHNOS in a non-equilibrium geometry.

```
5
CHNOS | OMol25 | wB97M-V/def2-TZVPD
S 1.413 1.202 0.068
O 2.901 -1.181 -0.108
N 0.128 0.553 -0.573
C 2.443 -0.130 0.093
H -0.773 0.659 0.074
```

Highest occupied orbital energy (alpha / beta)   -8.7 / -8.7 eV
LUMO (alpha / beta)   -0.771 / -0.772 eV
Total charge   0